## a
{"formula": "C14H16", "method": "the ωB97M-V functional and the def2-TZVPD basis", "species": ["C", "C", "C", "C", "C", "C", "C", "C", "C", "C", "C", "C", "C", "C", "H", "H", "H", "H", "H", "H", "H", "H", "H", "H", "H", "H", "H", "H", "H", "H"], "coordinates": [[2.311, 0.310, -0.457], [-1.795, 0.622, 1.723], [-2.568, 1.682, 1.223], [-1.406, 0.690, 3.185], [2.105, -1.061, -0.423], [-1.727, -0.297, -0.515], [-1.361, -0.335, 0.842], [1.767, 0.364, -2.805], [-3.066, 1.680, -0.060], [2.202, 1.000, -1.667], [-2.562, 0.717, -0.954], [2.210, -1.877, 0.811], [1.733, -1.736, -1.630], [1.601, -1.020, -2.788], [-1.251, 1.743, 3.423], [-3.746, 2.424, -0.447], [-2.230, 0.421, 3.848], [3.140, -1.731, 1.370], [2.103, -2.960, 0.747], [2.450, 0.829, 0.485], [-0.885, -1.249, 1.184], [-0.529, 0.066, 3.337], [1.459, -1.591, 1.563], [1.602, -2.793, -1.443], [-1.425, -0.971, -1.305], [1.592, 1.020, -3.648], [-2.743, 2.544, 1.860], [2.395, 2.067, -1.666], [-2.830, 0.837, -1.991], [1.454, -1.394, -3.800]], "nbo_charge": [-0.2172, -0.0088, -0.2157, -0.6271, -0.0123, -0.1947, -0.2297, -0.2240, -0.2034, -0.1912, -0.2208, -0.6427, -0.2149, -0.2178, 0.2162, 0.2115, 0.2201, 0.2224, 0.2189, 0.2105, 0.2070, 0.2147, 0.2172, 0.2122, 0.2202, 0.2144, 0.2027, 0.2089, 0.2068, 0.2165], "molar_mass_g_mol": 184.28, "e_homo_ev": -8.9, "gap_ev": 9.78}

## b
{"formula": "C14H16", "method": "the ωB97M-V functional and the def2-TZVPD basis", "species": ["C", "C", "C", "C", "C", "C", "C", "C", "C", "C", "C", "C", "C", "C", "H", "H", "H", "H", "H", "H", "H", "H", "H", "H", "H", "H", "H", "H", "H", "H"], "coordinates": [[0.924, -2.691, 2.035], [-1.706, 1.413, -3.301], [1.706, -3.622, 2.988], [-1.603, 3.061, -1.307], [-0.771, 3.576, -0.288], [-0.933, 2.057, -2.155], [0.437, -1.527, 2.519], [0.622, 3.308, -0.200], [1.263, 2.441, -1.033], [-0.158, -2.526, -0.036], [-0.336, -0.734, 1.578], [-0.581, -1.277, 0.318], [0.418, 1.792, -1.905], [0.586, -3.379, 0.835], [1.057, -4.313, 0.441], [-2.786, 1.737, -3.320], [-0.973, -0.525, -0.430], [-1.263, 1.528, -4.286], [0.954, 0.973, -2.445], [2.338, 2.170, -0.852], [1.287, 3.721, 0.572], [-0.308, -2.857, -1.084], [0.469, -1.205, 3.630], [1.216, -3.559, 3.954], [-1.124, 4.297, 0.504], [-1.820, 0.381, -2.869], [2.687, -3.146, 3.107], [1.676, -4.594, 2.578], [-0.686, 0.222, 1.869], [-2.591, 3.278, -1.417]], "nbo_charge": [-0.0101, -0.6427, -0.6217, -0.2095, -0.2139, -0.0100, -0.2420, -0.2259, -0.2071, -0.1776, -0.1671, -0.2636, -0.2240, -0.2373, 0.2260, 0.2158, 0.2202, 0.2302, 0.2054, 0.2240, 0.2100, 0.2049, 0.2223, 0.2094, 0.2138, 0.2260, 0.2145, 0.2095, 0.2117, 0.2087], "molar_mass_g_mol": 184.28, "e_homo_ev": -8.9, "gap_ev": 9.82}

Which of them is the least stable? Correct choice: b.

## a
{"formula": "C14H16", "method": "the ωB97M-V functional and the def2-TZVPD basis", "species": ["C", "C", "C", "C", "C", "C", "C", "C", "C", "C", "C", "C", "C", "C", "H", "H", "H", "H", "H", "H", "H", "H", "H", "H", "H", "H", "H", "H", "H", "H"], "coordinates": [[-0.235, 1.164, 3.953], [-0.765, 2.695, 1.604], [0.747, -1.228, -2.640], [0.790, 1.947, 3.362], [-1.641, 1.700, 2.041], [-1.337, -2.899, -2.114], [0.396, 2.782, 2.347], [2.181, 1.890, 3.833], [-1.435, 1.036, 3.277], [0.110, -0.941, -5.034], [-1.252, -2.331, -3.391], [0.707, -1.982, -1.481], [-0.170, -1.475, -3.649], [-0.348, -2.807, -1.137], [0.641, -1.620, -5.713], [0.873, -0.148, -4.986], [-2.188, -3.551, -1.945], [-0.475, -3.186, -0.140], [-0.042, 0.710, 4.912], [1.154, 3.533, 1.997], [-2.030, -2.599, -4.080], [1.561, -2.015, -0.798], [1.629, -0.652, -2.827], [-2.166, 0.302, 3.561], [-0.812, -0.453, -5.324], [-0.841, 3.381, 0.788], [-2.602, 1.547, 1.591], [2.251, 1.890, 4.922], [2.946, 2.513, 3.403], [2.354, 0.794, 3.666]], "nbo_charge": [-0.2134, -0.2154, -0.2349, -0.0190, -0.2187, -0.1844, -0.2024, -0.6360, -0.2129, -0.6455, -0.2402, -0.1813, 0.0142, -0.2419, 0.2298, 0.2106, 0.2016, 0.2198, 0.2078, 0.1946, 0.2151, 0.2052, 0.2089, 0.2130, 0.2230, 0.2208, 0.2078, 0.2194, 0.2274, 0.2268], "molar_mass_g_mol": 184.28, "e_homo_ev": -8.7, "gap_ev": 9.60}

## b
{"formula": "C14H16", "method": "the ωB97M-V functional and the def2-TZVPD basis", "species": ["C", "C", "C", "C", "C", "C", "C", "C", "C", "C", "C", "C", "C", "C", "H", "H", "H", "H", "H", "H", "H", "H", "H", "H", "H", "H", "H", "H", "H", "H"], "coordinates": [[-3.593, 2.613, 0.524], [1.469, -2.889, 2.216], [-1.715, 2.083, -2.729], [3.527, -1.866, -0.836], [2.562, -1.807, 0.324], [1.924, -0.616, 0.775], [0.726, -1.787, 2.511], [1.125, -0.564, 1.895], [-2.467, 2.735, -1.731], [2.425, -2.883, 1.173], [-1.816, 0.955, -0.175], [-0.788, 0.646, -1.052], [-2.568, 2.104, -0.508], [-0.842, 1.094, -2.368], [1.489, -3.861, 2.729], [-2.868, 3.714, -1.937], [-1.782, 2.457, -3.751], [-0.183, 0.612, -3.060], [-1.936, 0.553, 0.828], [3.656, -2.905, -1.139], [0.615, 0.323, 2.237], [3.025, -3.738, 0.886], [-3.903, 3.658, 0.297], [-4.430, 1.943, 0.567], [2.107, 0.372, 0.344], [-3.070, 2.718, 1.462], [4.568, -1.675, -0.546], [3.238, -1.162, -1.588], [-0.023, -0.090, -0.878], [-0.038, -1.724, 3.241]], "nbo_charge": [-0.6307, -0.2011, -0.1914, -0.6384, -0.0014, -0.2341, -0.2259, -0.2010, -0.2343, -0.2184, -0.2313, -0.1914, 0.0077, -0.2396, 0.2147, 0.2130, 0.2096, 0.2111, 0.2150, 0.2189, 0.2133, 0.2032, 0.2113, 0.2212, 0.2137, 0.2109, 0.2228, 0.2217, 0.2182, 0.2127], "molar_mass_g_mol": 184.28, "e_homo_ev": -8.9, "gap_ev": 9.85}

Which of them is the least stable? Correct choice: a.

## a
{"formula": "C14H16", "method": "the ωB97M-V functional and the def2-TZVPD basis", "species": ["C", "C", "C", "C", "C", "C", "C", "C", "C", "C", "C", "C", "C", "C", "H", "H", "H", "H", "H", "H", "H", "H", "H", "H", "H", "H", "H", "H", "H", "H"], "coordinates": [[0.351, -1.325, 0.621], [-0.908, 0.808, -1.890], [-2.034, -1.257, -2.299], [-0.976, -0.388, -2.585], [0.881, -0.050, 0.842], [2.725, -1.052, 2.055], [-1.792, 2.565, -0.295], [2.102, 0.065, 1.490], [1.118, -2.435, 0.911], [-2.907, -0.908, -1.282], [2.260, -2.313, 1.702], [-2.885, 0.334, -0.663], [2.870, 1.377, 1.531], [-1.865, 1.244, -0.993], [-3.738, -1.557, -1.004], [2.307, 2.219, 1.121], [-1.190, 2.532, 0.614], [-1.394, 3.333, -0.961], [-2.221, -2.158, -2.857], [-3.546, 0.591, 0.156], [3.752, 1.253, 0.908], [-0.613, -1.412, 0.141], [2.721, -3.214, 2.086], [0.942, -3.388, 0.431], [0.414, 0.867, 0.529], [3.197, 1.589, 2.550], [-2.806, 2.877, -0.033], [-0.143, 1.507, -2.207], [-0.238, -0.766, -3.282], [3.617, -0.939, 2.662]], "nbo_charge": [-0.1861, -0.1678, -0.2251, -0.2191, -0.2332, -0.2298, -0.6328, 0.0042, -0.2344, -0.2153, -0.2009, -0.2136, -0.6301, -0.0357, 0.2116, 0.2100, 0.2209, 0.2183, 0.2153, 0.2113, 0.2177, 0.2218, 0.2106, 0.2113, 0.2094, 0.2158, 0.2192, 0.1987, 0.2186, 0.2091], "molar_mass_g_mol": 184.28, "e_homo_ev": -8.7, "gap_ev": 9.69}

## b
{"formula": "C14H16", "method": "the ωB97M-V functional and the def2-TZVPD basis", "species": ["C", "C", "C", "C", "C", "C", "C", "C", "C", "C", "C", "C", "C", "C", "H", "H", "H", "H", "H", "H", "H", "H", "H", "H", "H", "H", "H", "H", "H", "H"], "coordinates": [[1.093, 0.470, 3.915], [0.019, -0.242, -2.857], [0.716, 1.944, -2.160], [0.729, -1.714, 2.256], [0.914, 0.563, -2.173], [-2.082, -0.542, -4.176], [2.004, -1.234, 2.503], [-1.646, -1.961, 3.024], [-0.201, -0.093, 3.803], [-1.196, 1.745, -3.569], [-0.223, 2.551, -2.977], [-1.104, 0.356, -3.493], [2.172, -0.046, 3.235], [-0.365, -1.166, 2.976], [1.244, 1.310, 4.575], [-1.004, 0.394, 4.335], [-1.880, -0.465, -5.250], [1.354, 2.616, -1.594], [-1.920, -1.615, -4.027], [-3.119, -0.385, -3.871], [0.601, -2.563, 1.598], [-2.482, -1.550, 3.575], [-2.114, -2.203, 2.061], [0.317, -1.266, -3.048], [-1.307, -2.918, 3.419], [-2.190, 2.011, -3.914], [-0.380, 3.606, -2.796], [3.146, 0.419, 3.279], [1.842, 0.177, -1.781], [2.898, -1.694, 2.102]], "nbo_charge": [-0.1916, -0.2029, -0.2123, -0.2231, -0.2112, -0.6419, -0.1933, -0.6364, -0.2325, -0.2229, -0.2070, -0.0180, -0.2341, 0.0019, 0.2068, 0.2137, 0.2229, 0.2084, 0.2168, 0.2216, 0.2117, 0.2183, 0.2167, 0.2073, 0.2203, 0.2125, 0.2134, 0.2122, 0.2133, 0.2093], "molar_mass_g_mol": 184.28, "e_homo_ev": -8.8, "gap_ev": 9.73}

Which of them is the least stable? Correct choice: b.

## a
{"formula": "C5H12N2O", "method": "the ωB97M-V functional and the def2-TZVPD basis", "species": ["O", "N", "N", "C", "C", "C", "C", "C", "H", "H", "H", "H", "H", "H", "H", "H", "H", "H", "H", "H"], "coordinates": [[-1.123, 0.453, 0.411], [0.037, 1.940, -2.024], [-0.492, -1.273, 1.698], [-1.495, -0.952, 2.719], [1.122, 0.958, -2.207], [0.622, -0.899, -0.459], [-0.371, -0.485, 0.595], [1.559, 0.247, -0.937], [-1.190, -0.054, 3.258], [0.793, 0.257, -2.964], [0.319, -1.765, 2.043], [-2.387, -0.636, 2.190], [2.525, -0.221, -1.129], [-0.143, 2.152, -1.053], [-1.644, -1.833, 3.325], [1.991, 1.498, -2.601], [0.007, -1.192, -1.304], [1.754, 0.945, -0.127], [1.219, -1.745, -0.124], [-0.815, 1.548, -2.401]], "nbo_charge": [-0.6429, -0.8416, -0.6126, -0.4219, -0.2122, -0.4930, 0.6736, -0.4019, 0.1960, 0.1801, 0.3878, 0.2281, 0.2063, 0.3718, 0.2037, 0.1786, 0.2332, 0.2058, 0.2061, 0.3550], "molar_mass_g_mol": 116.16, "e_homo_ev": -8.7, "gap_ev": 9.51}

## b
{"formula": "C5H12N2O", "method": "the ωB97M-V functional and the def2-TZVPD basis", "species": ["O", "N", "N", "C", "C", "C", "C", "C", "H", "H", "H", "H", "H", "H", "H", "H", "H", "H", "H", "H"], "coordinates": [[1.876, 1.830, 0.390], [-1.514, 1.621, 1.124], [1.526, -1.767, -1.829], [0.478, -1.811, -0.836], [2.412, -0.854, -1.609], [-2.325, 0.437, 0.699], [-0.228, -0.689, -0.481], [-1.363, -0.771, 0.531], [-0.632, 1.258, 1.472], [1.271, 2.490, 0.563], [-1.859, -1.773, 0.397], [3.296, -0.829, -2.354], [-0.103, 0.269, -1.000], [-2.789, 0.571, -0.305], [0.269, -2.856, -0.546], [2.529, -0.214, -0.773], [-3.004, 0.194, 1.443], [2.170, 1.721, 1.291], [-1.190, 2.196, 0.302], [-0.822, -1.024, 1.521]], "nbo_charge": [-0.9185, -0.8335, -0.4079, -0.0597, -0.0563, -0.2132, -0.2328, -0.4583, 0.3471, 0.4591, 0.2210, 0.1629, 0.2114, 0.1919, 0.2034, 0.1765, 0.1941, 0.4649, 0.3476, 0.2004], "molar_mass_g_mol": 116.16, "e_homo_ev": -8.6, "gap_ev": 9.19}

Which of them is the least stable? Correct choice: b.

## a
{"formula": "C6H17N4O2S", "method": "the ωB97M-V functional and the def2-TZVPD basis", "species": ["S", "O", "O", "N", "N", "N", "N", "C", "C", "C", "C", "C", "C", "H", "H", "H", "H", "H", "H", "H", "H", "H", "H", "H", "H", "H", "H", "H", "H", "H"], "coordinates": [[-0.814, -1.663, -0.439], [-2.113, -1.346, -0.968], [-0.686, -2.339, 0.789], [-0.242, -0.060, -0.199], [-2.294, 1.386, -0.786], [-3.225, 1.201, 1.459], [-1.077, 0.320, 0.828], [0.202, -2.574, -1.749], [-2.234, 0.946, 0.479], [1.999, -0.820, 0.860], [1.365, 0.379, 0.143], [1.919, 0.683, -1.229], [1.418, 1.577, 1.145], [-1.068, -0.227, 1.715], [0.687, -1.812, -2.325], [2.447, 2.052, 1.117], [-3.213, 1.711, -1.030], [1.368, 1.378, 2.190], [-0.680, -3.143, -2.214], [0.578, 2.286, 0.775], [1.001, -2.889, -1.189], [-1.702, 0.953, -1.464], [2.002, -0.680, 1.934], [2.926, 1.137, -1.185], [-2.741, 1.267, 2.319], [2.097, -0.321, -1.578], [-3.872, 1.943, 1.215], [1.330, 1.187, -1.848], [3.069, -0.707, 0.659], [1.553, -1.827, 0.576]], "nbo_charge": [2.2384, -0.9548, -0.9360, -0.5644, -0.7350, -0.7574, -0.4528, -0.7860, 0.7111, -0.6719, 0.2301, -0.6315, -0.6568, 0.4224, 0.2439, 0.2543, 0.4153, 0.2261, 0.2963, 0.2217, 0.2451, 0.4531, 0.2306, 0.2419, 0.4067, 0.2036, 0.4198, 0.2222, 0.2384, 0.2257], "molar_mass_g_mol": 209.30, "e_homo_ev": -14.0, "total_charge": 1, "gap_ev": 11.28}

## b
{"formula": "C6H17N4O2S", "method": "the ωB97M-V functional and the def2-TZVPD basis", "species": ["S", "O", "O", "N", "N", "N", "N", "C", "C", "C", "C", "C", "C", "H", "H", "H", "H", "H", "H", "H", "H", "H", "H", "H", "H", "H", "H", "H", "H", "H"], "coordinates": [[-1.600, -1.666, 3.113], [-2.397, -0.333, 3.633], [-1.127, -1.319, 1.815], [0.272, 0.054, -1.632], [0.227, 3.309, -0.507], [0.122, 1.350, -1.432], [-0.058, 1.507, 0.967], [2.041, -1.744, -1.584], [-0.051, -1.394, 4.181], [-1.050, 0.502, -3.637], [-0.339, -0.437, -2.644], [0.123, 1.985, -0.278], [1.109, -0.830, -0.736], [0.639, -2.170, 4.317], [2.842, -2.177, -1.078], [-0.539, -1.565, -2.809], [-0.291, 1.346, -3.912], [2.509, -1.174, -2.335], [-0.208, 2.110, 1.709], [1.733, -0.164, -0.239], [-3.110, -0.567, 4.132], [0.443, -1.427, -0.089], [-1.394, -0.086, -4.529], [0.729, 3.778, -1.330], [0.496, -0.565, 3.638], [1.526, -2.631, -2.056], [-0.094, 3.893, 0.228], [-0.325, 0.592, 1.133], [-0.331, -1.149, 5.181], [-1.897, 0.973, -3.224]], "nbo_charge": [1.5251, -0.8768, -1.0070, -0.0852, -0.7796, -0.4441, -0.7867, -0.6231, -0.8218, -0.6794, 0.1998, 0.6118, -0.2456, 0.2396, 0.2410, 0.2416, 0.2612, 0.2216, 0.4047, 0.2197, 0.4939, 0.2537, 0.2395, 0.4464, 0.2254, 0.2191, 0.3906, 0.4279, 0.2340, 0.2527], "molar_mass_g_mol": 209.30, "e_homo_ev": -12.4, "total_charge": 1, "gap_ev": 9.42}

Which of them is the least stable? Correct choice: a.

## a
{"formula": "C2H8N4O", "method": "the ωB97M-V functional and the def2-TZVPD basis", "species": ["O", "N", "N", "N", "N", "C", "C", "H", "H", "H", "H", "H", "H", "H", "H"], "coordinates": [[-1.596, -0.019, -1.182], [0.781, -0.748, -1.111], [-0.794, -0.318, 1.194], [0.892, -1.636, -0.237], [1.640, 0.977, 0.336], [0.576, 0.600, -0.555], [-0.819, 0.543, 0.112], [-1.717, -0.487, 1.574], [1.079, -2.553, -0.655], [-0.100, -1.258, 0.799], [1.597, 0.451, 1.202], [-2.462, -0.325, -0.894], [0.539, 1.266, -1.417], [-1.236, 1.539, 0.296], [1.619, 1.968, 0.536]], "nbo_charge": [-0.8136, -0.0078, -0.9080, -0.3813, -0.8376, 0.0142, 0.2244, 0.3705, 0.3496, 0.3930, 0.3787, 0.4590, 0.2109, 0.1763, 0.3717], "molar_mass_g_mol": 104.11, "e_homo_ev": -8.9, "gap_ev": 9.18}

## b
{"formula": "C2H8N4O", "method": "the ωB97M-V functional and the def2-TZVPD basis", "species": ["O", "N", "N", "N", "N", "C", "C", "H", "H", "H", "H", "H", "H", "H", "H"], "coordinates": [[1.900, -0.169, -0.141], [2.884, 0.141, 0.966], [-0.904, -0.142, 0.369], [4.456, 0.110, -0.593], [4.036, 0.340, 0.641], [-3.079, 0.329, -0.575], [-1.738, -0.263, -0.529], [-3.677, 0.133, -1.520], [0.967, -0.248, 0.231], [3.772, 0.064, -1.426], [-0.889, 0.590, 1.067], [5.383, 0.226, -0.965], [-3.021, 1.376, -0.346], [-1.591, -0.946, -1.376], [-3.839, -0.176, 0.024]], "nbo_charge": [-0.7081, 0.0555, -0.6671, -0.6637, -0.0104, -0.7139, 0.1916, 0.2252, 0.5102, 0.3860, 0.3675, 0.3908, 0.2291, 0.1610, 0.2462], "molar_mass_g_mol": 104.11, "e_homo_ev": -9.1, "gap_ev": 10.05}

## c
{"formula": "C2H8N4O", "method": "the ωB97M-V functional and the def2-TZVPD basis", "species": ["O", "N", "N", "N", "N", "C", "C", "H", "H", "H", "H", "H", "H", "H", "H"], "coordinates": [[1.422, -1.191, -0.085], [-0.948, -0.342, -0.792], [2.498, 0.850, -0.263], [1.468, 0.184, -0.388], [3.680, 0.290, 0.289], [-2.827, 0.546, 0.558], [-1.968, -0.473, -0.118], [-2.185, 1.400, 0.830], [-0.408, 0.635, -0.729], [-2.377, -1.577, -0.288], [-3.450, 0.109, 1.301], [0.391, -1.466, -0.247], [3.837, -0.656, 0.292], [4.407, 0.760, -0.171], [-3.539, 0.930, -0.186]], "nbo_charge": [-0.6210, -0.6784, -0.0214, 0.0403, -0.6671, -0.6958, 0.1664, 0.2284, 0.3796, 0.1501, 0.2307, 0.5235, 0.3633, 0.3633, 0.2381], "molar_mass_g_mol": 104.11, "e_homo_ev": -9.5, "gap_ev": 10.51}

Which of them is the least stable? Correct choice: c.